(1)
The following is a quantum chemistry calculation of a molecular structure, C21H40Cl3IrN2O4Si in a non-equilibrium geometry, from the Open Molecules 2025 dataset.

## Properties
- HOMO-LUMO gap (spin up / spin down) (Eh) = 0.2070 / 0.2688
- LUMO (spin up / spin down) (eV) = 0.3 / -0.4
- ΔE to the lowest compared entry with this formula, charge and spin (kcal/mol) = 0.0
- ⟨S²⟩ = 6.01
- spin multiplicity = 5

Each line ends with the Mulliken charge.
Geometry (Å):
C -1.48913 -2.01579 -2.07552  -1.430
C -1.04613 -3.04539 -1.08732  0.354
H -1.21373 -2.25159 -3.10002  0.392
H -1.07883 -1.04129 -1.81712  0.093
H -2.57593 -1.90679 -2.04192  0.320
C -0.58773 -4.26269 -1.38662  0.146
C -0.41373 -4.86729 -2.73862  -1.541
H -0.32193 -4.91629 -0.56262  0.423
H -0.64663 -4.18229 -3.54912  0.358
H -1.05333 -5.74529 -2.85792  0.335
H 0.61127 -5.21829 -2.88422  0.301
Ir -0.04023 0.04371 1.33138  2.148
Cl -2.28553 0.18531 1.88638  -0.548
Cl -0.31423 1.26091 -0.62682  -0.542
H 0.63587 4.56261 4.55988  0.332
H -1.46823 5.52411 3.33928  0.336
C 0.98057 4.25561 3.57208  -0.921
C -1.01793 5.15311 2.41788  -0.930
N -0.14743 4.03061 2.69168  0.230
H 1.54597 3.33561 3.65658  0.214
C -0.37163 2.83631 2.13698  0.306
O 0.34327 1.84191 2.34278  -0.901
H -1.81013 4.84731 1.74198  0.266
H -1.23693 2.78451 1.47838  0.306
H 1.62227 5.03921 3.16908  0.336
H -0.45963 5.96711 1.95448  0.340
H 1.45747 -1.66399 -1.98462  0.148
H 2.39027 -3.70489 -0.82962  0.181
C 2.25767 -1.06319 -1.56012  -0.710
C 3.21167 -3.07149 -0.49412  -0.799
N 2.74797 -1.70799 -0.35462  0.258
H 1.85797 -0.08809 -1.31302  0.195
C 2.56467 -1.16759 0.84188  -0.069
O 2.06277 -0.05199 1.06428  -0.818
H 3.57567 -3.44339 0.45958  0.333
H 2.92817 -1.79219 1.66888  0.377
H 3.07027 -0.97509 -2.28082  0.397
H 4.01927 -3.12289 -1.22292  0.314
O -0.05803 -1.65729 0.54238  -0.703
C -1.12213 -2.54489 0.34908  -0.141
C 0.07067 -4.07899 1.96568  0.360
C -1.11513 -3.65039 1.37928  -0.357
H 0.98507 -3.57219 1.69518  0.277
C 0.07757 -5.11899 2.88408  -0.807
H -2.07603 -2.01599 0.45318  0.665
C -2.30213 -4.27139 1.75608  -0.217
H 1.01307 -5.44799 3.32058  0.413
C -1.11103 -5.74039 3.24338  -0.484
C -2.30443 -5.30549 2.68078  -0.727
H -3.23363 -3.93759 1.31538  0.469
H -1.10943 -6.55279 3.95918  0.384
H -3.23813 -5.77659 2.96088  0.403
Si -0.43653 4.88771 -4.40502  0.502
Cl -0.68993 3.47541 -5.94132  -0.346
C 1.37767 4.90451 -3.96362  -0.917
C -1.49013 4.33461 -2.96622  -0.655
C -0.99703 6.53861 -5.07362  -0.940
H 1.71067 3.92631 -3.62122  0.277
H 1.57357 5.62191 -3.16582  0.317
H 1.99007 5.18261 -4.81942  0.279
H -0.40943 6.83411 -5.94092  0.272
H -0.89043 7.31681 -4.31712  0.328
H -2.04243 6.50841 -5.37572  0.265
H -1.18833 3.35131 -2.60992  0.059
H -2.54103 4.27851 -3.24422  0.300
H -1.40203 5.03311 -2.13322  0.253
C 0.68757 -0.26089 4.07208  -0.754
O 0.18707 -1.04589 3.02648  -0.496
H 1.70917 0.08951 3.82088  0.294
H 0.77837 -0.89199 4.98318  0.298
H 0.00407 0.57861 4.31428  0.275
H -0.71123 -1.35479 3.30958  0.326


(2)
The following is a quantum chemistry calculation of a single C4H9FN2O molecule in a non-equilibrium geometry, from the Open Molecules 2025 dataset.

## Properties
- SMILES = [H]/N=C\N(CCF)OC
- HOMO-LUMO gap (Eh) = 0.3634
- LUMO (eV) = 0.7
- ΔE to the lowest compared entry with this formula, charge and spin (kcal/mol) = 109.4

Each line ends with the natural charge from an NBO analysis.
Geometry (Å):
H -1.88802 1.38003 0.45091  0.332
N -1.18577 2.05458 0.29567  -0.673
C -0.10113 1.39057 -0.05942  0.209
N -0.06802 0.02899 -0.08987  -0.189
C 1.09036 -0.62808 0.52726  -0.302
C 2.37633 -0.39544 -0.12612  0.027
F 2.48612 1.06637 -0.21449  -0.386
O -1.20524 -0.20185 0.60237  -0.408
C -2.27880 -0.55480 -0.51246  -0.312
H 0.94752 1.87122 -0.19760  0.223
H 0.80182 -1.70732 0.47623  0.231
H 1.04133 -0.62023 1.65720  0.216
H 3.21373 -0.93116 0.53309  0.196
H 2.54655 -0.80891 -1.15656  0.199
H -2.18152 0.31041 -1.18295  0.216
H -3.38770 -0.50827 -0.09651  0.206
H -2.20755 -1.74612 -0.90674  0.215


(3)
The following is a quantum chemistry calculation of 2 unconnected molecules or ions with the total composition C4H12 in a non-equilibrium geometry, from the Open Molecules 2025 dataset.

## Properties
- SMILES = CC.CC
- HOMO-LUMO gap (Eh) = 0.4698
- LUMO (eV) = 1.2
- ΔE to the lowest compared entry with this formula, charge and spin (kcal/mol) = 4.5

Each line ends with the natural charge from an NBO analysis.
Geometry (Å):
C -1.12847 -0.01439 -1.68830  -0.611
C -2.07989 0.26909 -0.52567  -0.616
H -0.31910 0.70427 -1.71653  0.203
H -0.68952 -1.00727 -1.57705  0.204
H -1.66236 0.03975 -2.63013  0.207
H -1.59810 0.63350 0.38745  0.203
H -2.95313 0.85371 -0.79242  0.208
H -2.42781 -0.68594 -0.11798  0.202
C 1.16983 -0.65359 1.38913  -0.607
C 2.05739 0.43739 0.78763  -0.605
H 0.81000 -1.34498 0.61922  0.200
H 1.71678 -1.22897 2.12658  0.205
H 0.25550 -0.20464 1.77083  0.202
H 1.45053 1.17916 0.26576  0.201
H 2.82319 0.04162 0.11808  0.203
H 2.57517 0.98131 1.58339  0.201


(4)
The following is a quantum chemistry calculation of a molecular structure, C31H29F3N5O6SV, from the Open Molecules 2025 dataset.

## Properties
- HOMO-LUMO gap (spin up / spin down) (Eh) = 0.2808 / 0.2709
- LUMO (spin up / spin down) (eV) = -0.2 / -0.4
- ΔE to the lowest compared entry with this formula, charge and spin (kcal/mol) = 3.9
- ⟨S²⟩ = 2.01
- spin multiplicity = 3

Each line ends with the Mulliken charge.
Geometry (Å):
V 0.57276 -0.33684 -0.63878  0.727
O 3.86256 0.49132 4.47269  -0.534
C 3.12274 0.37709 3.35371  1.070
C 1.85276 0.94586 3.23241  -0.768
C 1.18482 0.76916 2.04397  0.054
N 1.72218 0.10116 1.03390  0.698
C 2.91267 -0.47765 1.15505  0.286
C 3.65879 -0.36844 2.30235  -0.879
C 3.24791 -1.29857 -0.07745  0.394
O 4.27427 -1.93143 -0.15139  -0.695
O 2.28578 -1.23334 -0.95849  -0.773
C -0.23636 1.18735 1.72932  0.293
O -0.89215 1.84243 2.50855  -0.751
O -0.61985 0.70802 0.58042  -0.516
H 3.40082 1.02636 5.12748  0.307
H 1.37888 1.49297 4.03797  0.489
H 4.61883 -0.85712 2.38718  0.599
C -4.27505 -0.49223 -3.52032  -0.760
C -3.06894 -0.78828 -4.40231  -0.930
N -2.07324 0.28086 -4.39191  0.057
C -2.22501 1.35508 -5.38149  -0.690
C -2.85318 2.62085 -4.81324  -1.088
C -1.08064 0.35227 -3.48959  0.609
S -0.99681 -0.93297 -2.30596  -0.575
N -0.29261 1.41550 -3.61352  -0.129
C 0.68206 1.79164 -2.79527  0.111
O 1.04170 1.26394 -1.71200  -0.402
C 1.42622 3.01832 -3.20675  0.535
C 1.04480 3.75682 -4.32243  -0.093
C 1.74970 4.89521 -4.67890  -0.766
C 2.84252 5.30208 -3.92523  -0.364
C 3.22817 4.56784 -2.81131  -0.768
C 2.52105 3.43210 -2.45247  -0.433
H -4.95189 -1.34766 -3.51685  0.388
H -4.82739 0.37516 -3.88141  0.317
H -3.95820 -0.29282 -2.49663  0.089
H -3.38709 -0.91562 -5.43737  0.416
H -2.59272 -1.71624 -4.09697  0.517
H -2.84695 0.95530 -6.18216  0.428
H -1.24457 1.57572 -5.79896  0.445
H -3.85001 2.42335 -4.41893  0.344
H -2.94338 3.37509 -5.59621  0.348
H -2.23258 3.02419 -4.01488  0.256
H 0.19297 3.43029 -4.90197  0.287
H 1.44757 5.46687 -5.54670  0.407
H 3.39395 6.19012 -4.20602  0.386
H 4.08097 4.88097 -2.22353  0.403
H 2.81172 2.85150 -1.58827  0.416
N -3.17792 -0.89392 0.31023  0.015
C -4.04593 -0.95480 1.39208  0.505
C -3.79674 -0.18458 2.53232  -0.240
C -4.61392 -0.30608 3.64560  -0.638
C -5.68568 -1.18984 3.65211  -0.552
C -5.93470 -1.95174 2.51872  -0.563
C -5.12523 -1.84026 1.39909  -0.538
H -3.51426 -1.22661 -0.57782  0.021
H -2.59966 -0.06759 0.23482  0.055
H -2.97672 0.52643 2.52805  0.363
H -4.41078 0.30454 4.51657  0.421
H -6.32116 -1.27737 4.52295  0.384
H -6.76822 -2.64283 2.50260  0.381
H -5.32293 -2.44385 0.52002  0.368
F -0.99147 -6.94576 1.30850  -0.275
C -1.15331 -5.90592 2.13980  0.781
F -2.43505 -5.89303 2.53363  -0.255
F -0.40239 -6.14088 3.23029  -0.250
C -0.76024 -4.60148 1.49233  0.418
C 0.05380 -4.58168 0.37397  -1.120
C 0.41325 -3.35487 -0.15248  -0.333
N -0.00315 -2.19689 0.37323  0.486
C -0.79202 -2.22877 1.45308  -0.254
C -1.18948 -3.41091 2.04787  -1.045
H 0.40170 -5.49683 -0.08164  0.493
H 1.06474 -3.28228 -1.01303  0.613
H -1.12328 -1.27910 1.84280  0.458
H -1.83502 -3.39388 2.91508  0.539


(5)
The following is a quantum chemistry calculation of a single C3H9NOS2 molecule in a non-equilibrium geometry, from the Open Molecules 2025 dataset.

## Properties
- SMILES = N[C@@H](CO)CSS
- HOMO-LUMO gap (Eh) = 0.3172
- LUMO (eV) = 0.3
- ΔE to the lowest compared entry with this formula, charge and spin (kcal/mol) = 25.6

Each line ends with the natural charge from an NBO analysis.
Geometry (Å):
N 1.37765 -1.24792 -0.25459  -0.826
C 0.53778 -0.06734 0.01554  -0.115
C 0.91008 1.08062 -0.90930  -0.055
O 2.14306 1.66635 -0.52737  -0.713
C -0.94910 -0.34796 0.01174  -0.526
S -1.52334 -1.08057 1.59829  0.071
S -3.08174 0.28614 1.87362  -0.155
H 0.78701 -2.08372 -0.22610  0.357
H 1.64661 -1.23422 -1.24027  0.347
H 0.75819 0.28942 1.01780  0.207
H 0.97745 0.73707 -1.94478  0.153
H 0.17820 1.87496 -0.81678  0.186
H 2.83557 0.98883 -0.52400  0.471
H -1.30855 -1.03958 -0.75015  0.222
H -1.53290 0.56227 -0.14163  0.233
H -3.75597 -0.38434 2.81798  0.144


(6)
The following is a quantum chemistry calculation of a molecular structure, C5H9Cl3N2O6TeV in a non-equilibrium geometry, from the Open Molecules 2025 dataset.

## Properties
- HOMO-LUMO gap (spin up / spin down) (Eh) = 0.2008 / 0.1737
- LUMO (spin up / spin down) (eV) = 4.7 / 4.7
- ΔE to the lowest compared entry with this formula, charge and spin (kcal/mol) = 0.0
- net charge = -2
- ⟨S²⟩ = 0.88
- spin multiplicity = 2

Each line ends with the natural charge from an NBO analysis.
Geometry (Å):
V -0.69309 -0.60723 -1.26269  0.828
C 1.20510 -0.43731 2.65077  -0.662
C 0.82100 -0.46171 1.20242  0.229
N -0.41518 -0.51211 0.80165  -0.225
O -1.34654 -0.65347 1.82461  -0.582
C 1.80555 -0.43019 0.18113  -0.004
C 3.27850 -0.29536 0.39337  -0.637
N 1.34301 -0.50052 -1.05580  0.000
O 2.12690 -0.45737 -2.03653  -0.512
H 0.32275 -0.34642 3.27368  0.243
H 1.87245 0.40427 2.84256  0.212
H 1.73669 -1.35242 2.92063  0.214
H -2.04893 -0.01877 1.57589  0.495
H 3.53699 -0.26626 1.45090  0.191
H 3.64173 0.61634 -0.09061  0.220
H 3.80419 -1.12935 -0.07939  0.220
Cl -1.39680 -0.96598 -3.62550  -0.572
C -0.38226 1.32642 -2.01885  -0.708
Cl 0.32486 2.64371 -0.91071  -0.217
H -1.32632 1.76229 -2.33938  0.196
H 0.32581 1.28361 -2.84462  0.220
Te -0.53449 -3.26055 -1.37090  -0.399
O -4.82913 0.06064 0.00549  -0.832
Cl -3.61305 0.74896 -0.29631  2.586
O -3.83319 1.79198 -1.24034  -0.818
O -3.04092 1.28801 0.91312  -0.860
O -2.68563 -0.23122 -0.86459  -0.826